DFT (ωB97M-V/def2-TZVPD) results for a molecular structure, C17H12Cl3F3NO6Rb.

The geometry in XYZ format:
```
43
Properties=species:S:1:pos:R:3
Rb 1.387 -0.536 -1.092
O 0.025 1.764 4.732
C 0.260 1.151 3.542
O -0.626 0.665 2.912
C 1.727 1.080 3.222
C 2.660 1.588 4.102
C 4.006 1.459 3.770
C 4.340 0.840 2.590
C 3.320 0.379 1.749
N 2.033 0.499 2.068
C 3.673 -0.231 0.394
O 3.965 -1.441 0.388
O 3.599 0.577 -0.555
H -0.935 1.711 4.832
H 2.340 2.061 5.017
H 4.775 1.839 4.432
H 5.372 0.705 2.291
Cl -1.297 -3.220 2.937
C -0.632 -2.355 1.508
Cl 1.056 -2.763 1.199
H -0.692 -1.295 1.713
H -1.204 -2.625 0.630
Cl 1.427 2.429 -3.112
C 0.200 1.393 -3.837
C 0.511 0.754 -5.023
C -0.385 -0.119 -5.628
C -1.596 -0.365 -4.953
C -1.907 0.259 -3.772
C -1.040 1.224 -3.131
C -1.376 1.874 -1.953
H 1.480 0.941 -5.475
H -0.129 -0.637 -6.545
H -2.293 -1.095 -5.359
H -2.831 0.011 -3.259
H -2.322 1.660 -1.465
H -0.716 2.591 -1.483
F 1.506 -3.998 -2.257
C 0.577 -3.484 -3.106
F 1.174 -2.431 -3.707
F 0.382 -4.408 -4.063
C -0.737 -3.116 -2.323
O -1.697 -3.856 -2.552
O -0.579 -2.139 -1.555
```

- Highest occupied orbital energy: 0.008 Eh
- Charge: -2
- Kohn-Sham gap: 0.1345 Ha
- Spin multiplicity: 1

DFT (ωB97M-V/def2-TZVPD) results for 2 unconnected molecules or ions with the total composition C3H9NS.

The geometry in XYZ format:
```
14
Properties=species:S:1:pos:R:3
C 3.219 -0.024 -0.707
N 2.089 -0.430 -0.327
H 3.321 0.908 -1.267
H 4.191 -0.418 -0.406
H 2.087 -1.426 -0.104
C -2.070 -0.476 -0.806
S -2.361 -0.559 0.934
C -1.254 0.789 1.482
H -1.203 -1.076 -1.108
H -1.835 0.545 -1.034
H -2.927 -0.816 -1.374
H -1.901 1.647 1.308
H -1.011 0.608 2.525
H -0.347 0.727 0.883
```

- Highest occupied orbital energy (spin up / spin down): -0.482 / -0.481 Eh
- Charge: +1
- Kohn-Sham gap (spin up / spin down): 0.3593 / 0.1771 Ha
- ⟨S²⟩: 0.7530
- Spin multiplicity: 2

Summary of ΔE to the lowest compared entry with this formula, charge and spin in eV
1.853 1.021
(order as listed above)